{"formula": "H14Na5O11S", "method": "ωB97M-V/def2-TZVPD", "spin_multiplicity": 1, "lumo_ev": -9.1423, "homo_energy_ev": -11.68, "charge": 3, "e_above_lowest_kj_mol": 767.4, "max_force_ev_per_a": 5.03, "species": ["Na", "Na", "Na", "Na", "Na", "S", "O", "O", "O", "O", "O", "H", "H", "O", "H", "H", "O", "H", "H", "O", "H", "H", "O", "H", "H", "O", "H", "H", "O", "H", "H"], "coordinates": [[-0.6114, -3.7809, 5.2343], [3.9375, -0.3786, 5.3754], [5.9585, -1.5317, -1.0927], [-0.2673, -4.6546, -3.4555], [-4.4852, -4.2239, 0.8364], [0.9665, -0.8804, 0.1815], [0.0489, -1.8873, 0.6282], [2.0811, -0.7809, 1.0641], [1.5225, -1.0720, -1.1856], [0.2014, 0.3670, 0.2262], [3.4050, -5.2758, 4.2651], [3.5627, -5.7807, 3.4673], [4.1993, -4.7542, 4.3800], [-0.4890, 3.8156, 4.1369], [-0.6804, 3.3770, 3.3079], [-0.3816, 3.1025, 4.7664], [-3.8278, -1.5586, -3.6291], [-3.4641, -0.8081, -3.1593], [-3.9275, -1.2521, -4.5304], [3.1051, 4.0914, -0.4045], [3.7285, 4.2971, 0.2921], [2.5640, 3.3895, -0.0428], [1.0629, 0.5272, -6.0399], [0.4662, -0.1368, -6.3852], [1.4441, 0.1248, -5.2596], [-4.9522, 0.6827, 1.2273], [-4.0528, 0.7490, 0.9066], [-5.4456, 1.3005, 0.6878], [-2.2556, 4.4346, -1.8743], [-1.6110, 4.7821, -2.4908], [-1.8029, 3.7154, -1.4338]], "forces_ev_per_a": [[0.1, 0.0, -0.1], [0.0, 0.3, -0.2], [-0.4, 0.3, -0.1], [0.1, 0.4, 0.0], [-0.2, 0.3, -0.1], [-0.8, 3.5, -2.7], [-2.1, -4.1, 0.7], [3.8, -0.3, 3.2], [-0.2, -1.3, -0.6], [-0.4, 1.2, -0.2], [-0.4, 0.3, 0.2], [0.0, -0.2, -0.2], [0.3, 0.0, 0.1], [0.1, 0.1, 0.2], [-0.1, -0.1, -0.4], [-0.1, -0.1, 0.2], [0.1, -0.5, 0.2], [0.1, 0.3, 0.1], [-0.1, 0.1, -0.3], [0.1, 0.0, -0.2], [0.1, 0.2, 0.1], [-0.3, -0.3, 0.0], [0.0, 0.0, -0.1], [-0.2, -0.1, -0.2], [0.1, 0.0, 0.3], [0.0, -0.5, 0.1], [0.3, 0.2, -0.1], [-0.2, 0.2, -0.1], [-0.3, 0.0, 0.1], [0.2, 0.2, -0.2], [0.2, -0.2, 0.1]]}

***

{"formula": "C3H2NOS2", "method": "ωB97M-V/def2-TZVPD", "spin_multiplicity": 1, "lumo_ev": 3.3548, "homo_energy_ev": -4.29, "charge": -1, "smiles": "[O-]C1=NC(=S)CS1", "e_above_lowest_kj_mol": 110.9, "max_force_ev_per_a": 6.54, "species": ["O", "C", "N", "C", "S", "C", "S", "H", "H"], "coordinates": [[-2.8117, -0.4012, 0.0843], [-1.6062, -0.2363, 0.1481], [-1.0118, 0.9790, 0.2327], [0.4994, 0.8949, 0.0879], [1.3813, 2.2312, 0.2123], [0.9054, -0.5175, -0.1204], [-0.3348, -1.6563, 0.3266], [1.1720, -0.4249, -1.2684], [1.8063, -0.8690, 0.2969]], "forces_ev_per_a": [[0.7, -0.9, 0.0], [-0.3, 1.3, 0.6], [4.5, -0.9, -1.0], [-6.3, -0.4, 1.8], [1.2, 0.8, -0.1], [1.2, 0.6, -3.2], [-1.6, 0.0, -0.4], [-0.7, -0.8, 1.7], [1.3, 0.3, 0.8]]}

***

{"formula": "C6H12N2", "method": "ωB97M-V/def2-TZVPD", "spin_multiplicity": 2, "lumo_ev": [-3.9484, -8.0142], "homo_energy_ev": [-14.88, -14.88], "s2": 0.76, "charge": 1, "e_above_lowest_kj_mol": 64.0, "max_force_ev_per_a": 2.75, "species": ["C", "C", "H", "H", "H", "H", "H", "H", "C", "C", "C", "C", "N", "N", "H", "H", "H", "H", "H", "H"], "coordinates": [[1.3181, -1.4727, 1.9950], [2.0911, -2.3470, 1.0041], [0.9627, -2.1626, 2.7805], [1.9038, -0.7264, 2.5083], [0.3662, -1.0376, 1.6271], [2.2137, -1.8593, 0.0193], [1.4661, -3.2242, 0.7309], [3.0056, -2.7302, 1.4408], [-2.1373, 2.5739, -0.0687], [-0.1686, 0.8865, -2.5632], [-1.3175, 1.6837, -0.8670], [-0.9466, 0.3528, -0.5710], [-0.8360, 1.9684, -2.1069], [-0.2290, -0.1024, -1.6312], [0.2497, 0.9511, -3.5505], [0.3101, -0.9799, -1.4745], [-1.0468, -0.3169, 0.2633], [-3.1507, 2.2286, 0.1429], [-2.4231, 3.5179, -0.5504], [-1.6315, 2.7964, 0.8710]], "forces_ev_per_a": [[-0.8, -1.2, 0.6], [-1.5, -0.1, -0.9], [0.2, 0.4, 0.0], [0.2, 0.4, -0.2], [0.7, 0.0, -0.1], [0.7, 0.0, 0.5], [0.3, 0.3, 0.4], [0.3, 0.2, -0.3], [-0.9, 1.4, 0.2], [-1.3, 2.2, 1.1], [-0.1, 0.7, -2.2], [1.3, -1.5, -0.6], [-0.1, -0.3, 0.4], [0.4, -1.5, 1.7], [0.5, -0.8, -0.1], [-0.5, 0.9, -1.0], [-0.3, 0.2, 0.4], [0.2, -0.9, 0.3], [0.9, -0.1, -0.3], [-0.1, 0.0, 0.2]]}

***

{"formula": "C3H4O3", "method": "ωB97M-V/def2-TZVPD", "spin_multiplicity": 1, "lumo_ev": 0.8534, "homo_energy_ev": -10.38, "smiles": "O=CCOC=O", "e_above_lowest_kj_mol": 108.4, "max_force_ev_per_a": 0.44, "species": ["O", "C", "C", "O", "C", "O", "H", "H", "H", "H"], "coordinates": [[0.8634, 1.5806, -0.2727], [1.3063, 0.4774, -0.0958], [0.4412, -0.7705, -0.1285], [-0.8164, -0.4377, -0.6785], [-1.5902, 0.3195, 0.1271], [-1.4332, 0.4654, 1.3052], [2.3823, 0.3087, 0.1023], [0.8917, -1.5347, -0.7693], [0.3466, -1.1711, 0.8880], [-2.3916, 0.7623, -0.4778]], "forces_ev_per_a": [[0.3, -0.4, 0.0], [0.0, 0.2, 0.0], [0.1, 0.0, 0.0], [-0.1, 0.0, 0.1], [-0.1, 0.0, 0.1], [0.0, -0.1, -0.4], [-0.1, 0.0, 0.1], [-0.1, 0.1, 0.1], [0.1, 0.1, -0.1], [0.0, -0.1, 0.1]]}